No. 1
Computed, not measured: a molecular structure, C2H5N3OS, with the ωB97M-V functional and the def2-TZVPD basis.

Computed properties:
- spin multiplicity = 1
- electronic energy (Eh) = -716.70529
- Kohn-Sham gap (hartree) = 0.33345
- maximum force (hartree/bohr) = 0.127
- net charge = 0
- energy relative to the best compared isomer or geometry (same formula, charge and spin) (eV) = 6.406
- HOMO (eV) = -9.16

```
12
Properties=species:S:1:pos:R:3:forces:R:3:mulliken_charge:R:1
H 1.1707 -1.7629 -2.6145 -3.679 -1.531 3.278 0.2406
O 0.4868 -1.9699 0.6917 0.461 -0.026 0.922 -0.7067
N 0.1143 -2.1209 -1.9219 3.104 0.056 0.881 -0.6608
N -0.4827 1.2312 1.1835 0.167 0.350 -0.432 -0.3355
C -0.0454 -0.9473 0.2453 0.859 -5.367 -3.580 0.5697
H 0.1283 3.2763 1.0231 0.340 -0.529 -1.353 0.1941
H 0.4281 -3.0360 -0.8335 -0.523 3.928 -3.369 0.4003
H -0.9408 -0.3444 2.1850 0.133 -0.714 -1.462 0.3289
C -0.5842 -0.0422 1.1618 -0.803 3.823 2.870 -0.1210
N -0.2864 -0.9773 -1.1197 -0.715 3.233 0.593 -0.0241
H -0.8108 -0.0596 -1.4497 1.409 -3.178 -0.101 0.2394
S 0.2807 2.2932 0.0450 -0.753 -0.046 1.755 -0.1248
```
Forces are in eV/Å.


No. 2
Computed, not measured: a single C2H5N3OS molecule, with the ωB97M-V functional and the def2-TZVPD basis.

Computed properties:
- spin multiplicity = 1
- electronic energy (Eh) = -716.85266
- Kohn-Sham gap (hartree) = 0.35019
- SMILES = N/N=C\C(=O)NS
- maximum force (hartree/bohr) = 0.061
- net charge = 0
- energy relative to the best compared isomer or geometry (same formula, charge and spin) (eV) = 2.396
- HOMO (eV) = -8.93

```
12
Properties=species:S:1:pos:R:3:forces:R:3:mulliken_charge:R:1
H -1.7842 1.6998 0.0414 -0.205 -1.723 -0.150 0.2963
H 3.3734 -0.4069 -0.1307 -0.808 0.576 -0.222 0.1963
H -3.1072 -0.6640 1.1029 -0.087 0.054 -1.248 0.1616
N 1.5406 -1.1319 -0.1165 0.653 1.673 0.341 -0.4306
N -1.6076 0.6575 -0.0104 -1.302 2.858 0.099 -0.3547
C -0.2666 0.5071 -0.0749 0.522 -2.885 -0.491 1.0017
S -2.9195 -0.3823 -0.2556 0.408 -0.182 1.557 -0.1601
C 0.2859 -0.8621 -0.0869 -1.846 -0.801 0.680 -0.2602
H 2.1006 0.8667 -0.3151 -0.082 0.024 0.102 0.2629
N 2.4049 -0.0787 -0.1497 0.879 -2.629 -0.052 -0.2183
H -0.4764 -1.6683 0.1303 1.371 0.612 -0.657 0.2028
O 0.4562 1.4633 -0.1346 0.498 2.423 0.040 -0.6976
```
Forces are in eV/Å.


No. 3
Computed, not measured: a single C2H5N3OS molecule, with the ωB97M-V functional and the def2-TZVPD basis.

Computed properties:
- spin multiplicity = 1
- electronic energy (Eh) = -716.83688
- Kohn-Sham gap (hartree) = 0.36869
- SMILES = [H]/N=C(/NN)SC=O
- maximum force (hartree/bohr) = 0.086
- net charge = 0
- energy relative to the best compared isomer or geometry (same formula, charge and spin) (eV) = 2.825
- HOMO (eV) = -9.67

```
12
Properties=species:S:1:pos:R:3:forces:R:3:mulliken_charge:R:1
O -2.1199 -1.0646 0.3272 1.047 -0.607 0.889 -0.5359
N 1.7820 0.6033 0.4319 -0.317 2.492 -2.606 -0.6503
H 2.1171 0.2718 1.2426 2.244 -1.149 3.644 0.2268
C 0.6234 0.1545 0.2902 1.060 -1.222 0.022 0.5348
H 1.0764 1.4581 -1.9972 0.313 -0.728 -0.143 0.2804
N -0.0860 0.3467 -0.8086 1.701 0.552 -0.600 0.0029
N 0.1564 1.4589 -1.5894 -0.244 0.665 -0.881 -0.6973
C -1.3139 -1.6839 1.0249 -3.712 -1.044 -1.375 0.1492
S 0.2440 -1.1781 1.4103 0.775 -0.269 0.730 -0.1395
H 0.1869 2.2705 -1.0078 -0.222 0.711 0.578 0.2454
H -1.6788 -2.7296 1.3674 1.076 1.363 0.085 0.3017
H -0.9876 0.0925 -0.6916 -3.722 -0.763 -0.343 0.2820
```
Forces are in eV/Å.


No. 4
Computed, not measured: a molecular structure, C2H5N3OS, with the ωB97M-V functional and the def2-TZVPD basis.

Computed properties:
- spin multiplicity = 1
- electronic energy (Eh) = -716.62008
- Kohn-Sham gap (hartree) = 0.32879
- maximum force (hartree/bohr) = 0.110
- net charge = 0
- energy relative to the best compared isomer or geometry (same formula, charge and spin) (eV) = 8.725
- HOMO (eV) = -8.73

```
12
Properties=species:S:1:pos:R:3:forces:R:3:mulliken_charge:R:1
N -1.4454 1.6327 0.0104 2.710 1.867 3.105 -0.6494
C 2.5815 -0.6497 0.0358 -3.351 0.272 0.416 -0.2469
N -1.7961 0.2758 -0.4963 -3.391 1.878 1.819 -0.0871
O 0.2694 -0.1879 -0.1749 1.051 -3.614 -0.295 -0.1251
H 2.7057 0.5088 0.9256 -0.484 -3.911 -3.194 0.2446
S -1.5871 -2.3604 0.0319 1.127 1.633 -0.474 -0.2961
N 1.4418 -1.1683 -0.4690 2.030 3.720 2.429 -0.2976
H -2.8996 0.1924 -0.1879 3.905 -0.142 -1.345 0.3315
C -1.0138 -0.8102 -0.2357 1.303 0.857 0.471 0.2133
H 3.4278 -1.3396 -0.2643 -0.701 1.260 0.709 0.3266
H -0.4495 2.3676 -0.4160 -3.756 -4.044 1.269 0.3068
H -1.2348 1.5387 1.2405 -0.444 0.225 -4.910 0.2792
```
Forces are in eV/Å.


No. 5
Computed, not measured: a molecular structure, C2H5N3OS2, with the ωB97M-V functional and the def2-TZVPD basis.

Computed properties:
- spin multiplicity = 1
- electronic energy (Eh) = -1114.86231
- Kohn-Sham gap (hartree) = 0.30488
- maximum force (hartree/bohr) = 0.146
- net charge = 0
- energy relative to the best compared isomer or geometry (same formula, charge and spin) (eV) = 6.320
- HOMO (eV) = -8.79

```
13
Properties=species:S:1:pos:R:3:forces:R:3:mulliken_charge:R:1
O 1.7739 2.1461 -0.1576 0.475 0.333 0.351 -0.4594
N 2.5384 -1.6092 0.0906 -1.491 -6.462 -3.470 -0.7701
N 2.2053 -0.3884 0.4914 -2.716 4.088 -0.700 0.0266
N 0.5957 1.3695 -0.2592 2.038 0.005 -0.037 -0.4318
H 2.9071 0.3549 0.6282 -0.100 -1.141 -0.286 0.3034
H -1.2715 1.1370 1.2517 -0.755 -2.837 -2.997 0.2491
H 1.4886 3.0428 0.0030 -0.305 0.333 -0.027 0.3286
S -3.1930 -0.0198 0.0208 1.241 0.390 0.098 -0.1635
S -0.2385 -0.9567 -0.2778 -4.027 -0.163 0.803 -0.1832
H 1.6168 -2.4518 0.3844 3.617 3.531 -0.932 0.2879
H 2.6193 -1.7951 -1.1360 -0.474 1.072 4.355 0.2575
C -1.6407 0.2665 0.3630 0.590 0.158 1.991 -0.1286
C 0.9701 0.1608 -0.0326 1.907 0.694 0.848 0.6835
```
Forces are in eV/Å.


No. 6
Computed, not measured: a single C2H5N3OS2 molecule, with the ωB97M-V functional and the def2-TZVPD basis.

Computed properties:
- spin multiplicity = 1
- electronic energy (Eh) = -1115.01105
- Kohn-Sham gap (hartree) = 0.32404
- SMILES = ONC1=NSCSN1
- maximum force (hartree/bohr) = 0.040
- net charge = 0
- energy relative to the best compared isomer or geometry (same formula, charge and spin) (eV) = 2.272
- HOMO (eV) = -8.21

```
13
Properties=species:S:1:pos:R:3:forces:R:3:mulliken_charge:R:1
S 1.8268 -1.1090 -0.4491 0.653 0.025 -0.419 -0.0448
H 3.2299 0.7557 0.1978 -0.246 -0.116 -0.061 0.3262
H -2.1451 -1.2752 -0.7033 -0.022 0.087 0.115 0.2466
N -1.9399 -0.5405 -0.0293 0.283 -1.312 -0.050 -0.1635
H -0.0493 -1.8514 0.6701 -0.350 -0.904 1.205 0.2713
H -2.4870 1.1634 -0.5416 -0.324 -0.080 0.189 0.3660
H 1.9850 0.3561 1.4185 0.200 -0.095 0.057 0.3151
N -0.4137 1.1456 -0.3734 0.669 -1.525 0.452 -0.5562
O -2.9230 0.4130 -0.0820 -0.063 1.126 -0.315 -0.4136
C -0.6217 -0.1104 -0.1615 -0.763 0.616 -0.165 0.5767
N 0.2111 -1.2220 -0.0314 0.134 1.768 -1.081 -0.3094
C 2.1846 0.4655 0.3534 -0.366 0.259 0.406 -0.5811
S 1.1422 1.8091 -0.2683 0.195 0.152 -0.334 -0.0334
```
Forces are in eV/Å.


No. 7
Computed, not measured: a single C2H5N3S molecule, with the ωB97M-V functional and the def2-TZVPD basis.

Computed properties:
- spin multiplicity = 1
- electronic energy (Eh) = -641.55602
- Kohn-Sham gap (hartree) = 0.35343
- SMILES = CN(N)SC#N
- maximum force (hartree/bohr) = 0.083
- net charge = 0
- energy relative to the best compared isomer or geometry (same formula, charge and spin) (eV) = 3.483
- HOMO (eV) = -9.37

```
11
Properties=species:S:1:pos:R:3:forces:R:3:mulliken_charge:R:1
S -1.2279 0.8300 -0.7926 1.384 -0.055 0.162 -0.0862
H 1.5651 1.3701 -0.7961 0.454 0.671 -0.163 0.3345
H -0.0862 -1.9131 0.3548 0.521 1.674 0.143 0.2547
N 0.5144 -1.1794 -0.1096 -1.424 -3.467 -2.046 -0.5693
C 1.3061 0.9857 0.1738 1.174 -2.290 2.733 -0.7484
N 0.1501 0.1286 0.1418 -2.397 -0.266 -0.261 0.0080
C -2.5224 0.1163 0.0044 0.567 -0.498 0.156 0.3578
H 0.3801 -1.5385 -1.1202 0.616 1.425 1.415 0.2503
H 1.1422 1.6507 1.0607 0.513 0.180 -1.359 0.2585
N -3.2715 -0.5715 0.5411 -0.550 0.013 0.219 -0.3664
H 2.0501 0.1211 0.5421 -0.859 2.614 -0.998 0.3065
```
Forces are in eV/Å.


No. 8
Computed, not measured: a single C2H5N3S molecule, with the ωB97M-V functional and the def2-TZVPD basis.

Computed properties:
- spin multiplicity = 1
- electronic energy (Eh) = -641.62956
- Kohn-Sham gap (hartree) = 0.35274
- SMILES = [H]/N=C(N)/C=N/S
- maximum force (hartree/bohr) = 0.043
- net charge = 0
- energy relative to the best compared isomer or geometry (same formula, charge and spin) (eV) = 1.482
- HOMO (eV) = -9.10

```
11
Properties=species:S:1:pos:R:3:forces:R:3:mulliken_charge:R:1
S 2.1637 -0.8419 -0.6163 0.782 -0.338 0.168 -0.1173
N 0.5749 -0.4762 -0.3780 -1.442 -0.527 -0.933 -0.3986
H -3.0220 -0.0090 -0.4357 -0.934 -0.021 0.316 0.2352
N -2.0625 0.1964 -0.5398 1.591 -0.756 -0.730 -0.4412
H -1.5661 -0.4816 -1.1474 -0.408 0.787 0.726 0.2666
C -1.3376 0.6434 0.5524 -0.024 0.024 -1.157 0.1182
H 0.7863 0.8606 1.1228 0.283 0.820 0.587 0.4826
H 1.9196 -2.0691 -1.1264 0.113 0.350 -0.025 0.1526
C 0.1373 0.3870 0.4213 -0.171 -0.383 0.709 0.1188
H -2.7130 1.5765 1.3984 -1.957 0.237 -0.043 0.2297
N -1.7727 1.3384 1.5188 2.168 -0.193 0.382 -0.6466
```
Forces are in eV/Å.


No. 9
Computed, not measured: a single C2H5N3S molecule, with the ωB97M-V functional and the def2-TZVPD basis.

Computed properties:
- spin multiplicity = 1
- electronic energy (Eh) = -641.57382
- Kohn-Sham gap (hartree) = 0.37533
- SMILES = [H]/N=C\N(S)/C=N\[H]
- maximum force (hartree/bohr) = 0.098
- net charge = 0
- energy relative to the best compared isomer or geometry (same formula, charge and spin) (eV) = 2.999
- HOMO (eV) = -9.72

```
11
Properties=species:S:1:pos:R:3:forces:R:3:mulliken_charge:R:1
S -0.0629 -0.7380 1.1224 0.473 -0.737 4.365 -0.3030
C 0.0934 -0.5843 -1.3740 0.350 0.204 -1.721 0.1599
N 0.0489 2.3576 0.7567 -0.338 -0.356 -4.568 -0.6256
N 0.1662 -1.8495 -1.5271 -1.438 0.875 2.257 -0.5380
H 1.2439 -0.4408 1.5220 -0.803 -0.166 -0.563 0.1701
H 0.3610 0.0723 -2.2818 -0.452 -0.899 1.513 0.1935
H -0.3322 1.7982 1.4851 0.316 -0.701 1.439 0.2705
H -0.2141 -2.2855 -0.5967 1.163 0.575 -1.991 0.2419
H -0.1281 1.7779 -1.4775 0.930 0.648 2.824 0.1860
N -0.2612 0.1796 -0.1623 0.928 0.503 -4.914 -0.0705
C -0.0271 1.5963 -0.3060 -1.130 0.054 1.360 0.3151
```
Forces are in eV/Å.


No. 10
Computed, not measured: a single C2H5N3S molecule, with the ωB97M-V functional and the def2-TZVPD basis.

Computed properties:
- spin multiplicity = 1
- electronic energy (Eh) = -641.63792
- Kohn-Sham gap (hartree) = 0.33299
- SMILES = [H]/N=C(\N)NC=S
- maximum force (hartree/bohr) = 0.116
- net charge = 0
- energy relative to the best compared isomer or geometry (same formula, charge and spin) (eV) = 1.255
- HOMO (eV) = -8.74

```
11
Properties=species:S:1:pos:R:3:forces:R:3:mulliken_charge:R:1
H 0.1463 1.6867 0.1640 -1.225 -1.471 -0.172 0.1570
H 1.3805 -1.9897 0.2400 -0.627 1.211 -0.120 0.2634
H -3.2400 0.3766 -0.1631 -0.624 1.236 0.095 0.1886
C 0.9189 -0.9663 0.0828 4.475 0.179 -0.091 -0.0407
H -0.8704 -1.8576 0.3724 0.790 1.125 -1.092 0.3222
N -2.5435 -0.3192 -0.1384 3.020 -0.920 0.143 -0.7140
C -1.3011 0.0829 -0.0119 -2.333 -2.288 -0.526 0.4306
H -1.6507 2.0658 0.0224 2.954 -2.503 0.600 0.2477
S 2.0448 0.3281 -0.0786 -1.464 -1.595 0.185 -0.3836
N -0.8306 1.2939 0.1657 -1.855 5.665 -0.383 -0.3342
N -0.3673 -1.0077 0.0006 -3.111 -0.640 1.361 -0.1371
```
Forces are in eV/Å.